ORCA calculation (ωB97M-V with the def2-TZVPD basis set) on a 8-piece molecular cluster, C13H40N14O12S overall.

Output
**LUMO level**: 0.57 eV
**Spin multiplicity**: 1
**SMILES string**: O=COCCCCCS(=O)(=O)O.NC(N)=O.NC(N)=O.NC(N)=O.NC(N)=O.NC(N)=O.NC(N)=O.NC(N)=O
**HOMO energy**: -0.324 Eh
**Electronic energy**: -2587.28158 a.u.
**F_max**: 0.0608 Eh/bohr
**Frontier orbital gap**: 9.389 eV

Geometry as XYZ:
```
80
C13H40N14O12S, DFT ωB97M-V with the def2-TZVPD basis set
S -2.95 -2.62 0.28
O 1.52 -3.73 2.25
O 4.79 -5.62 -0.20
O -2.18 3.18 -5.19
O 1.49 2.10 2.04
O -1.87 -4.08 3.70
O -3.56 -1.36 0.54
O -0.47 1.47 -0.53
O 0.58 5.37 -3.77
O -3.09 -3.06 -1.05
O -3.56 -3.75 1.24
O -0.86 3.12 5.20
O 1.78 -3.20 0.10
N 2.35 1.74 4.11
N -2.91 2.45 4.50
N 5.77 -5.75 -2.24
N 4.21 -4.11 -1.79
N -0.42 2.92 -2.27
N -0.91 -5.93 4.57
N -0.35 5.91 -5.76
N -3.20 -5.68 4.61
N -0.73 3.69 -0.13
N -4.29 2.55 -5.73
N -1.10 2.39 3.07
N 1.61 6.92 -5.07
N 2.78 3.71 2.99
N -2.58 2.36 -7.27
C 0.35 -0.63 1.53
C -1.99 -5.16 4.26
C -1.19 -2.62 0.67
C -0.82 -1.62 1.75
C 1.85 -4.01 1.17
C 1.19 -0.78 0.28
C 2.28 -1.86 0.34
C 0.61 6.02 -4.80
C -2.96 2.73 -6.01
C -0.54 2.61 -0.95
C 2.17 2.49 2.99
C 4.92 -5.19 -1.34
C -1.57 2.68 4.31
H -0.01 -5.57 4.32
H 1.91 0.84 4.13
H 1.72 0.16 0.12
H -3.29 2.66 5.40
H 0.61 -0.91 -0.62
H -3.20 1.99 -7.96
H 6.30 -6.54 -1.94
H -0.79 4.63 -0.46
H 2.66 4.28 2.17
H -1.02 -3.62 1.05
H 2.98 -1.63 -0.46
H -1.10 5.25 -5.58
H -4.02 -5.13 4.39
H 2.81 -1.76 1.28
H -4.60 2.80 -4.82
H -0.97 -6.82 5.03
H -0.68 -2.56 -0.28
H -0.28 2.16 -2.91
H 1.02 -0.72 2.38
H -3.52 2.09 3.78
H -4.95 2.18 -6.39
H -1.68 2.02 2.33
H 5.89 -5.41 -3.18
H -1.61 2.48 -7.50
H 2.89 2.04 4.89
H -0.11 2.53 2.89
H -0.82 3.51 0.86
H -0.64 -2.18 2.66
H 3.34 4.05 3.75
H 3.57 -3.69 -1.14
H -0.35 6.43 -6.61
H -1.71 -1.03 1.98
H 4.29 -3.74 -2.72
H -3.19 -3.55 2.13
H 2.23 -5.02 0.95
H 1.65 7.46 -5.91
H -3.32 -6.56 5.07
H 2.33 7.02 -4.38
H -0.47 3.86 -2.64
H -0.02 0.37 1.57
```